# 1
The following is a DFT calculation (wB97M-V/def2-TZVPD) of one molecule with the formula C3H5NO2.

Computed properties:
- frontier orbital gap (Eh) = 0.4011
- HOMO level (eV) = -10.1471
- SMILES = O=C1NCCO1

The geometry in XYZ format:
```
11
Properties=species:S:1:pos:R:3:forces:R:3
O -2.1037 -1.5405 0.3546 0.4422 0.2915 -0.1670
C -1.1887 -0.7916 0.1453 -0.2025 -0.3396 0.1618
N -0.2967 -0.2617 1.0632 -0.1394 -0.0686 0.0936
C 0.5421 0.7302 0.4104 0.0882 0.0726 -0.0602
C 0.4712 0.2115 -1.0202 0.1473 0.1245 -0.0426
O -0.8705 -0.2972 -1.0905 -0.0048 -0.1755 0.0457
H 0.0534 -0.8789 1.7790 -0.1692 0.1957 0.0458
H 0.0667 1.7173 0.4918 0.1730 -0.1417 -0.0001
H 1.5453 0.7815 0.8400 -0.1326 -0.0963 -0.1639
H 1.1856 -0.6131 -1.1559 -0.1873 0.1019 -0.0894
H 0.5955 0.9425 -1.8178 -0.0149 0.0356 0.1762
```
Positions in Å, forces in eV/Å.

Here are the Löwdin charges for atoms 1 to 2, given in e:
1. O 0.12
2. C -0.56

# 2
The following is a DFT calculation (wB97M-V/def2-TZVPD) of one molecule with the formula C3H5NO2.

Computed properties:
- frontier orbital gap (Eh) = 0.4138
- HOMO level (eV) = -10.5296
- SMILES = CN(C=O)C=O

The geometry in XYZ format:
```
11
Properties=species:S:1:pos:R:3:forces:R:3
C 1.2806 -0.2269 0.1969 0.1715 0.0174 0.0886
N -0.1265 0.0454 -0.0469 -0.2050 -0.1279 -0.0571
C -0.6577 1.3338 -0.0619 0.0113 0.3475 0.0486
O -0.2257 2.2732 0.5545 0.1763 -0.4160 -0.4027
C -0.9830 -1.0286 -0.1828 0.0490 -0.3349 -0.0221
O -0.6373 -2.1808 -0.0633 -0.0307 0.4456 -0.1081
H 1.6501 -0.8300 -0.6378 0.0318 0.0891 0.2075
H 1.4212 -0.7866 1.1223 -0.0148 0.0656 -0.0588
H 1.8134 0.7216 0.2473 -0.0765 -0.0902 0.0275
H -1.5084 1.4236 -0.7595 -0.1919 -0.0683 0.3400
H -2.0304 -0.7423 -0.3713 0.0791 0.0723 -0.0635
```
Positions in Å, forces in eV/Å.

Here are the Löwdin charges for atoms 1 to 2, given in e:
1. C -0.01
2. N -0.09

# 3
The following is a DFT calculation (wB97M-V/def2-TZVPD) of a 2-piece molecular cluster, C3H5NO2 overall at a distorted geometry.

Computed properties:
- frontier orbital gap (Eh) = 0.3934
- HOMO level (eV) = -9.8682

The geometry in XYZ format:
```
11
Properties=species:S:1:pos:R:3:forces:R:3
C -0.7213 1.1924 -0.2158 -0.2819 0.0183 -0.2372
N -0.0012 0.2104 0.5240 0.4494 -0.4729 0.7039
C -0.4389 -1.0508 0.7790 0.0788 -1.0003 0.1643
O -1.5186 -1.4888 0.4327 0.1322 0.3273 0.0160
C 2.1294 -1.2605 -0.7497 0.1156 0.7634 -1.3753
O 2.0602 -0.6212 -1.6871 0.1389 -0.8489 1.1278
H -1.6523 0.7106 -0.4657 -0.5098 0.3075 -0.2377
H -0.8597 2.1070 0.3559 -0.2667 -0.0282 0.1584
H -0.1822 1.4646 -1.1169 0.0484 -0.0543 -0.3348
H 0.8992 0.4949 0.8340 0.5478 -0.2495 0.4171
H 0.2854 -1.7586 1.3096 -0.4526 1.2374 -0.4024
```
Positions in Å, forces in eV/Å.

Here are the Löwdin charges for atoms 1 to 2, given in e:
1. C -0.08
2. N -0.06

# 4
The following is a DFT calculation (wB97M-V/def2-TZVPD) of C3H5NO2 as an isolated structure.

Computed properties:
- frontier orbital gap (spin up / spin down) (Eh) = 0.2915 / 0.2915
- HOMO level (spin up / spin down) (eV) = -8.2237 / -8.2219

The geometry in XYZ format:
```
11
Properties=species:S:1:pos:R:3:forces:R:3
O -1.8953 -0.7025 0.4674 -0.0157 0.2032 -0.0281
C -0.6840 -0.6277 -0.1213 0.1723 -0.2312 0.0597
C 0.6458 0.6734 -1.5245 0.0333 -0.1822 0.0162
O 1.3276 0.3596 -0.3526 0.0144 0.0184 0.0494
C 0.3831 0.1204 0.6004 -0.1940 0.1078 0.1976
N 0.2980 0.5370 1.7875 0.1552 -0.0827 -0.4116
H -1.9601 0.0281 1.1068 0.0115 -0.1252 -0.0705
H -0.3816 -1.5894 -0.5377 0.0254 0.1320 0.0612
H 1.1514 0.0794 -2.3114 -0.0290 0.0590 0.0334
H -0.5539 0.2276 -1.1814 -0.1292 0.1232 0.0539
H 1.0686 1.1600 2.0212 -0.0440 -0.0223 0.0390
```
Positions in Å, forces in eV/Å.

Here are the Löwdin charges for atoms 1 to 2, given in e:
1. O 0.04
2. C -0.20

# 5
The following is a DFT calculation (wB97M-V/def2-TZVPD) of a 2-piece molecular cluster, C3H5NO2 overall.

Computed properties:
- frontier orbital gap (Eh) = 0.3671
- HOMO level (eV) = -9.7838

The geometry in XYZ format:
```
11
Properties=species:S:1:pos:R:3:forces:R:3
N -1.8265 2.1630 0.4258 0.3425 -0.2920 -0.0356
C -0.9637 1.2654 0.3446 -0.2514 0.3319 0.0289
O -1.3228 -0.0893 0.5754 0.0795 -0.1345 0.0104
C -0.3215 -0.9231 0.4717 0.0531 0.3556 -0.0266
C 0.8428 -0.0351 0.1217 0.0636 -0.2135 -0.0037
O 0.3433 1.3073 0.0656 -0.1393 0.0385 0.0240
H -1.4199 3.0762 0.2423 -0.0228 -0.0215 -0.0063
H 1.0987 -3.3215 -1.4043 0.0017 0.0023 0.0046
H 0.6838 -3.0120 -0.8694 0.0188 -0.0475 -0.0312
H 1.6313 -0.1082 0.8785 -0.1061 -0.0348 -0.0773
H 1.2545 -0.3227 -0.8520 -0.0396 0.0155 0.1126
```
Positions in Å, forces in eV/Å.

Here are the Löwdin charges for atoms 1 to 2, given in e:
1. N 0.20
2. C -0.49

# 6
The following is a DFT calculation (wB97M-V/def2-TZVPD) of one molecule with the formula C3H5NO2.

Computed properties:
- frontier orbital gap (Eh) = 0.3744
- HOMO level (eV) = -9.0983

The geometry in XYZ format:
```
11
Properties=species:S:1:pos:R:3:forces:R:3
N 1.9783 0.6807 -1.4098 0.1145 -0.0940 0.1933
C 1.5694 0.2826 -0.2106 -0.1441 0.1768 -0.5950
O 0.2203 0.4151 -0.2130 0.2966 -0.1231 -0.0009
C -0.3882 -0.2229 0.8634 -0.0898 0.1037 0.2579
C -1.8312 -0.3695 0.7888 -0.2722 0.1552 0.0856
O -0.9398 -1.4689 0.5673 0.0531 -0.2060 -0.0743
H 2.9590 0.6309 -1.6273 -0.0836 0.0536 0.0798
H 1.3407 0.9491 -2.1554 0.0262 -0.0199 0.1600
H 0.1831 -0.1471 1.7861 -0.1053 -0.0102 -0.1433
H -2.4369 -0.4394 1.6896 0.1089 0.0483 -0.0836
H -2.3365 0.0037 -0.1011 0.0957 -0.0845 0.1204
```
Positions in Å, forces in eV/Å.

Here are the Löwdin charges for atoms 1 to 2, given in e:
1. N 0.08
2. C -0.14

# 7
The following is a DFT calculation (wB97M-V/def2-TZVPD) of a 2-piece molecular cluster, C3H5NO2 overall at a distorted geometry.

Computed properties:
- frontier orbital gap (Eh) = 0.3747
- HOMO level (eV) = -10.5329

The geometry in XYZ format:
```
11
Properties=species:S:1:pos:R:3:forces:R:3
C 1.0646 0.9017 0.3590 -2.1201 0.4273 1.0927
C 0.6919 -0.2321 -0.4631 -0.3568 0.3336 -0.7683
N 0.3717 -0.0881 -1.6749 1.0451 -0.6987 -0.0203
O 0.0941 -1.1738 0.3771 -0.7232 -0.1253 -0.0509
C -1.2059 -0.6336 0.4848 -0.9675 -2.1760 -1.1514
O -1.8287 -0.3045 -0.4906 -0.2412 0.1307 1.0651
H 1.4763 1.7419 -0.2388 -0.9084 -0.2414 0.6903
H 1.5714 0.7379 1.3031 0.1279 -0.2384 -0.1377
H -0.3657 0.7892 0.8637 3.7752 2.2630 -0.8387
H -0.2002 -0.8788 -1.9656 0.1563 0.0595 -0.2015
H -1.6694 -0.8599 1.4453 0.2128 0.2656 0.3205
```
Positions in Å, forces in eV/Å.

Here are the Löwdin charges for atoms 1 to 2, given in e:
1. C 0.05
2. C -0.55

# 8
The following is a DFT calculation (wB97M-V/def2-TZVPD) of C3H5NO2 as an isolated structure at a distorted geometry.

Computed properties:
- frontier orbital gap (spin up / spin down) (Eh) = 0.2980 / 0.2633
- HOMO level (spin up / spin down) (eV) = -8.5172 / -8.0410

The geometry in XYZ format:
```
11
Properties=species:S:1:pos:R:3:forces:R:3
O 2.5441 -0.3155 -0.8438 0.5441 -0.3969 -0.1427
N 1.8623 0.7690 -0.3987 -0.6935 0.2190 0.0798
C 0.6130 0.5336 -0.2968 0.6750 0.5736 -0.1634
C -0.5030 1.4180 0.0804 0.9431 0.8655 -0.0383
O -1.3512 0.4074 -0.0101 -1.5120 -1.1786 -0.2285
C -0.3900 -0.5327 -0.4391 0.1483 0.2079 0.7122
H 3.4643 -0.0160 -0.8643 -0.1951 -0.0983 0.0017
H -0.8186 2.4320 -0.1429 0.1248 -0.1262 0.0832
H -2.5280 -1.3364 1.5285 -0.0261 -0.0605 0.0148
H -2.6191 -2.0648 1.6463 -0.0015 0.0417 0.0076
H -0.4130 -1.4778 0.0968 -0.0071 -0.0471 -0.3264
```
Positions in Å, forces in eV/Å.

Here are the Löwdin charges for atoms 1 to 2, given in e:
1. O -0.02
2. N 0.05

# 9
The following is a DFT calculation (wB97M-V/def2-TZVPD) of C3H5NO2 as an isolated structure at a distorted geometry.

Computed properties:
- frontier orbital gap (spin up / spin down) (Eh) = 0.3269 / 0.3271
- HOMO level (spin up / spin down) (eV) = -9.4496 / -9.4561

The geometry in XYZ format:
```
11
Properties=species:S:1:pos:R:3:forces:R:3
C -1.1344 0.0400 1.1882 1.5200 0.3700 -2.5910
C -0.7979 -0.2419 -0.8030 -1.8520 3.4614 0.3559
C 0.0223 0.4688 0.2858 1.1865 -3.2635 0.3306
N -1.8359 -0.4824 0.2646 0.5092 -0.6015 -0.2604
O 1.4592 -1.1969 0.1342 -2.3684 1.8331 -0.3212
O 0.8305 1.5092 0.2899 -1.6984 -0.2924 1.2764
H -1.3672 0.0135 2.1831 -0.3634 0.4303 2.5520
H -1.2735 0.5565 -1.4498 0.8272 -1.2383 -0.1806
H -0.3850 -1.1105 -1.2274 0.4195 -0.8012 -0.6765
H 2.1575 -0.9198 0.7084 0.7296 0.2159 0.7899
H 1.4752 1.3462 -0.3760 1.0901 -0.1140 -1.2751
```
Positions in Å, forces in eV/Å.

Here are the Löwdin charges for atoms 1 to 2, given in e:
1. C -0.05
2. C -0.10

# 10
The following is a DFT calculation (wB97M-V/def2-TZVPD) of C3H5NO2 as an isolated structure at a distorted geometry.

Computed properties:
- frontier orbital gap (Eh) = 0.3289
- HOMO level (eV) = -8.3643

The geometry in XYZ format:
```
11
Properties=species:S:1:pos:R:3:forces:R:3
N 1.8651 -1.0199 -0.3677 -0.3255 0.1644 0.5246
C 0.6999 -0.5110 -0.2096 0.3508 0.8828 1.5480
C -0.4428 -0.6956 0.8099 0.2574 -1.1338 -2.1606
O -1.3929 0.2430 0.5840 0.0318 0.0581 -0.2225
C -0.6832 1.2847 -0.0801 -0.1741 0.3555 0.0129
O 0.2745 0.6495 -0.8784 0.1610 0.1031 0.0176
H 2.4942 -0.2763 -0.6698 -0.1514 -0.3628 -0.4605
H -0.2322 -1.4202 -0.4211 -1.1900 -0.1124 0.8909
H -0.8410 -1.5133 1.4132 0.9881 0.0276 -0.0963
H -1.3860 1.8340 -0.7026 0.1089 0.0301 0.0264
H -0.2003 1.9244 0.6710 -0.0570 -0.0124 -0.0806
```
Positions in Å, forces in eV/Å.

Here are the Löwdin charges for atoms 1 to 2, given in e:
1. N 0.09
2. C -0.53

Repeat the eighth record exactly.
The following is a DFT calculation (wB97M-V/def2-TZVPD) of C3H5NO2 as an isolated structure at a distorted geometry.

Computed properties:
- frontier orbital gap (spin up / spin down) (Eh) = 0.2980 / 0.2633
- HOMO level (spin up / spin down) (eV) = -8.5172 / -8.0410

The geometry in XYZ format:
```
11
Properties=species:S:1:pos:R:3:forces:R:3
O 2.5441 -0.3155 -0.8438 0.5441 -0.3969 -0.1427
N 1.8623 0.7690 -0.3987 -0.6935 0.2190 0.0798
C 0.6130 0.5336 -0.2968 0.6750 0.5736 -0.1634
C -0.5030 1.4180 0.0804 0.9431 0.8655 -0.0383
O -1.3512 0.4074 -0.0101 -1.5120 -1.1786 -0.2285
C -0.3900 -0.5327 -0.4391 0.1483 0.2079 0.7122
H 3.4643 -0.0160 -0.8643 -0.1951 -0.0983 0.0017
H -0.8186 2.4320 -0.1429 0.1248 -0.1262 0.0832
H -2.5280 -1.3364 1.5285 -0.0261 -0.0605 0.0148
H -2.6191 -2.0648 1.6463 -0.0015 0.0417 0.0076
H -0.4130 -1.4778 0.0968 -0.0071 -0.0471 -0.3264
```
Positions in Å, forces in eV/Å.

Here are the Löwdin charges for atoms 1 to 2, given in e:
1. O -0.02
2. N 0.05